(1)
80
Properties=species:S:1:pos:R:3:forces:R:3 method="wB97M-V/def2-TZVPD" largest_force_ev_per_a=5.1 homo_energy_ev="-5.9205 / -8.0112" total_energy_ev=-93068.1743 multiplicity=6 e_lumo_ev="0.41 / 0.25"
C -0.816 5.195 3.035 -0.01 0.32 0.94
C -1.277 3.795 2.765 -0.07 -0.22 -0.60
H -1.629 5.801 3.462 0.33 -0.05 -0.16
H -0.404 5.727 2.150 -0.42 -0.61 0.40
H 0.002 5.144 3.772 -0.15 0.27 -0.11
C -2.541 3.365 2.848 0.67 0.64 0.17
C -3.675 4.050 3.536 -0.65 0.28 -0.01
H -2.833 2.458 2.345 0.20 -0.22 0.45
H -4.189 4.745 2.859 -0.06 -0.07 0.10
H -3.422 4.619 4.446 0.14 -0.32 -0.39
H -4.399 3.267 3.808 0.07 0.41 0.08
Ru 0.814 -1.583 -1.354 1.36 -1.49 -2.48
Cl 2.746 -0.511 -0.970 2.63 1.56 0.50
Cl 0.411 -0.403 -3.235 -0.53 1.28 -2.25
H 2.396 -4.251 -5.223 -0.08 0.25 0.07
H 5.427 -2.102 -4.384 -0.11 0.16 -0.25
C 2.500 -3.171 -5.385 -0.22 0.18 -0.38
C 4.491 -1.756 -4.844 0.41 0.27 0.10
N 3.388 -2.585 -4.399 -0.34 -0.16 0.52
H 1.510 -2.693 -5.381 0.26 -0.16 0.07
C 3.073 -2.593 -3.100 -1.11 -0.67 -0.44
O 1.950 -2.981 -2.679 1.97 -0.70 -0.78
H 4.321 -0.705 -4.559 0.11 -0.35 -0.23
H 3.881 -2.250 -2.449 -0.29 0.16 0.15
H 2.981 -3.009 -6.357 -0.35 -0.17 0.17
H 4.552 -1.841 -5.935 0.20 0.13 0.41
H -2.869 0.581 -1.359 0.20 -0.38 -0.19
H -3.708 -0.321 0.634 0.15 -0.46 -0.25
C -3.031 -0.343 -1.940 -0.05 -0.02 0.05
C -3.905 -1.305 0.172 -0.19 -0.25 -0.28
N -3.076 -1.493 -1.030 0.37 -0.28 0.25
H -2.225 -0.478 -2.672 -0.23 0.06 0.25
C -2.166 -2.492 -1.054 1.15 0.57 -0.68
O -1.151 -2.589 -1.806 -3.13 -0.76 0.62
H -3.683 -2.098 0.898 -0.08 0.27 -0.21
H -2.335 -3.251 -0.270 -0.07 0.17 -0.15
H -4.009 -0.236 -2.437 0.32 -0.15 0.05
H -4.979 -1.341 -0.072 0.33 -0.02 -0.04
O -0.157 3.242 0.767 -0.33 -1.11 1.68
C -0.162 2.945 2.156 -0.01 0.29 -0.78
C -1.388 0.708 2.142 -0.23 0.01 0.84
C -0.267 1.468 2.488 -0.03 -0.24 -0.11
H -2.047 1.080 1.343 0.28 -0.28 0.62
C -1.662 -0.487 2.831 -0.15 0.20 -0.19
H 0.794 3.268 2.586 -0.03 0.14 0.05
C 0.733 0.870 3.271 -0.73 -0.06 0.13
H -2.620 -1.005 2.644 0.75 0.24 0.13
C -0.723 -1.020 3.718 0.15 0.49 -0.09
C 0.506 -0.353 3.896 -0.34 -0.60 -0.06
H 1.680 1.372 3.415 -0.02 0.18 0.10
H -0.940 -1.952 4.250 0.13 0.36 -0.16
H 1.270 -0.798 4.547 -0.30 0.24 -0.35
Si 0.171 4.155 -0.515 0.01 -0.68 -0.56
Cl -0.296 -0.777 0.214 -2.85 2.43 3.48
C -1.341 3.689 -1.524 -0.20 0.22 -0.42
C 1.689 3.307 -1.192 0.34 0.02 -0.08
C 0.378 6.002 -0.293 -0.26 0.44 -0.12
H -2.221 3.563 -0.872 0.32 0.23 -0.11
H -1.144 2.703 -1.977 -0.02 0.32 0.02
H -1.592 4.408 -2.314 -0.03 -0.23 -0.02
H -0.578 6.530 -0.141 0.22 -0.26 -0.10
H 0.804 6.370 -1.236 -0.10 0.02 0.08
H 1.047 6.348 0.497 0.10 -0.27 0.01
H 2.281 2.914 -0.341 -0.22 0.26 -0.42
H 2.341 3.944 -1.808 -0.12 -0.30 0.00
H 1.351 2.420 -1.762 0.29 0.40 0.14
C 3.154 -4.647 0.847 0.43 -1.04 0.25
P 1.423 -4.293 0.577 0.11 3.05 -0.31
C 0.677 -5.119 -0.816 0.08 -0.91 -0.05
C 0.432 -4.590 2.049 0.07 -0.62 0.21
O 1.467 -2.790 0.301 0.11 -2.44 0.87
H 3.705 -4.395 -0.071 -0.30 -0.04 0.24
H 3.354 -5.690 1.116 0.12 0.10 -0.03
H 3.512 -3.989 1.655 -0.29 -0.19 -0.31
H 0.450 -6.159 -0.558 -0.01 0.03 -0.19
H -0.245 -4.596 -1.105 0.29 -0.01 0.20
H 1.363 -5.079 -1.670 -0.16 0.01 0.22
H 0.902 -4.097 2.912 -0.14 -0.09 -0.33
H -0.570 -4.163 1.895 0.37 -0.09 -0.03
H 0.348 -5.671 2.245 -0.06 0.31 0.06

***

(2)
74
Properties=species:S:1:pos:R:3:forces:R:3 method="wB97M-V/def2-TZVPD" largest_force_ev_per_a=6.4 homo_energy_ev="-10.1888 / -10.3195" total_energy_ev=-76600.6439 multiplicity=5 e_lumo_ev="-2.24 / -3.34" charge=+1
Cr 0.177 -0.316 -0.078 0.92 -0.58 -0.67
P 0.952 1.287 -1.654 0.00 0.48 -0.54
P 0.463 -1.806 1.748 -0.15 -0.73 -0.07
N 0.075 -1.852 -1.540 0.52 0.04 1.38
C 0.949 0.039 -3.012 -0.04 -0.18 -1.06
H 0.091 0.303 -3.643 0.25 0.26 -0.04
H 1.878 0.194 -3.592 -0.58 -0.03 -0.05
C 0.819 -1.493 -2.745 2.02 -0.34 0.82
H 0.497 -1.961 -3.738 0.23 0.34 1.38
H 1.891 -1.837 -2.515 -0.98 0.22 -0.89
C 0.734 -2.990 -0.803 0.52 0.29 -1.37
H 1.799 -2.625 -0.785 -0.28 -1.13 0.41
H 0.681 -3.974 -1.364 0.15 1.03 0.38
C 0.196 -3.253 0.614 -0.05 0.23 -0.03
H 0.633 -4.164 1.064 -0.14 0.31 -0.32
H -0.898 -3.395 0.578 0.31 0.00 -0.03
C -0.793 -2.149 3.065 -0.17 -0.43 0.36
C -2.137 -1.470 2.780 -0.13 -0.01 -0.11
H -2.541 -1.773 1.807 0.04 0.15 0.09
H -2.051 -0.376 2.802 0.03 -0.19 -0.03
H -2.874 -1.757 3.545 0.26 0.02 -0.20
C 2.138 -2.009 2.470 0.03 0.48 -0.06
C 2.550 -0.860 3.425 0.17 0.02 0.16
H 3.651 -0.842 3.508 -0.44 -0.04 -0.02
H 2.149 -1.025 4.438 0.19 0.10 -0.46
H 2.236 0.145 3.096 0.09 -0.45 0.03
C 2.561 2.213 -1.642 0.41 -0.21 0.11
C 2.549 3.502 -0.795 -0.09 0.10 0.10
H 3.583 3.872 -0.695 -0.34 -0.20 -0.10
H 2.165 3.358 0.226 0.02 -0.01 -0.33
H 1.968 4.300 -1.278 0.16 -0.26 0.15
C -0.344 2.521 -2.191 -0.04 -0.43 0.04
C -0.672 3.598 -1.134 -0.28 0.11 0.04
H -1.764 3.753 -1.127 0.38 0.05 0.03
H -0.210 4.567 -1.386 -0.11 -0.44 0.16
H -0.376 3.323 -0.110 -0.06 0.14 -0.40
C 0.522 1.077 1.187 1.03 4.67 4.33
C 2.300 -3.390 3.106 0.54 -0.36 0.04
H 1.387 -3.988 3.126 0.00 0.08 0.05
H 3.037 -3.962 2.541 -0.04 -0.10 0.13
H 2.667 -3.307 4.132 -0.05 -0.03 -0.09
C 3.142 2.484 -3.039 0.10 -0.07 -0.27
H 3.817 3.348 -3.008 -0.07 -0.18 0.07
H 3.723 1.630 -3.398 -0.09 0.11 0.01
H 2.381 2.706 -3.790 0.21 -0.09 0.14
C -0.078 3.138 -3.566 -0.24 0.22 -0.08
H -0.954 3.729 -3.862 0.13 -0.09 0.04
H 0.781 3.820 -3.560 -0.26 -0.15 0.05
H 0.070 2.377 -4.339 0.06 0.16 0.10
C -0.347 -1.865 4.506 0.01 0.04 0.08
H -0.027 -0.821 4.631 -0.11 -0.25 0.01
H -1.197 -2.032 5.185 0.23 0.03 -0.22
H 0.464 -2.530 4.829 -0.19 0.27 -0.10
H -0.941 -3.239 2.958 -0.02 0.31 0.18
H -1.229 1.867 -2.290 0.23 0.15 0.04
H 2.795 -1.926 1.587 -0.26 -0.11 0.20
H 3.232 1.512 -1.129 -0.11 0.26 -0.24
O 0.696 1.956 1.962 -0.71 -3.67 -3.23
H 3.142 0.294 0.504 -0.45 -0.06 0.25
H 3.829 0.211 0.271 0.56 -0.15 -0.03
C -5.945 0.105 -0.883 -0.87 0.29 0.01
C -4.494 0.140 -0.629 0.38 -0.28 -0.07
C -3.712 -0.892 -1.174 -0.03 1.21 0.71
C -2.362 -0.814 -0.934 -0.35 -0.26 -0.23
N -1.756 0.157 -0.205 -2.50 0.16 -0.28
C -2.525 1.143 0.337 0.26 -0.95 -0.52
C -3.896 1.167 0.134 0.21 -0.30 -0.22
H -6.145 0.071 -1.960 0.00 0.04 0.17
H -6.395 -0.793 -0.445 0.05 0.17 -0.04
H -6.424 0.988 -0.460 -0.19 -0.12 -0.08
H -4.122 -1.707 -1.780 0.08 0.42 0.32
H -1.683 -1.559 -1.368 -0.15 0.26 0.20
H -1.979 1.875 0.933 -0.38 -0.04 -0.14
H -4.496 1.980 0.551 0.17 -0.36 -0.15

***

(3)
78
Properties=species:S:1:pos:R:3:forces:R:3 method="wB97M-V/def2-TZVPD" largest_force_ev_per_a=7.5 homo_energy_ev="-18.8915 / -19.8844" total_energy_ev=-73501.9753 multiplicity=5 e_lumo_ev="-12.17 / -15.50" charge=+4
P 2.695 -0.803 -0.009 1.60 -0.21 -0.87
C 3.648 -1.041 1.548 -0.51 0.20 0.20
H 4.704 -1.240 1.287 -0.49 0.13 0.02
H 3.249 -1.902 2.101 0.22 0.18 -0.11
H 3.595 -0.124 2.157 0.14 -0.35 -0.14
C 3.198 -2.290 -0.945 -0.39 -0.17 -0.09
H 3.058 -2.125 -2.020 0.17 -0.20 0.46
H 2.578 -3.139 -0.612 0.34 0.17 -0.22
H 4.259 -2.497 -0.740 -0.29 0.08 -0.01
C 3.624 0.591 -0.759 -0.33 0.05 0.11
H 4.676 0.288 -0.871 -0.26 0.09 0.01
H 3.568 1.470 -0.098 0.14 -0.27 -0.25
H 3.197 0.841 -1.737 0.29 0.03 0.34
P -0.782 2.763 -0.404 -0.76 2.71 -1.34
C -0.884 3.896 1.028 0.31 -0.76 0.53
H -1.346 4.831 0.669 0.14 -0.36 0.07
H 0.126 4.090 1.413 -0.33 0.11 -0.04
H -1.503 3.448 1.817 0.10 0.33 -0.11
C 0.265 3.739 -1.544 0.62 -0.80 -0.09
H 0.201 3.340 -2.568 0.04 0.36 0.48
H 1.311 3.685 -1.194 -0.36 0.24 -0.26
H -0.097 4.778 -1.517 0.09 -0.26 0.06
C -2.451 2.938 -1.135 -0.01 -0.73 0.12
H -2.569 3.998 -1.423 0.05 -0.40 0.13
H -3.211 2.653 -0.393 0.12 0.22 -0.31
H -2.535 2.292 -2.016 -0.16 0.29 0.21
P -1.875 -2.105 0.129 -1.43 -1.62 -0.61
C -2.896 -2.495 1.620 0.36 0.24 0.26
H -3.592 -3.312 1.348 0.38 0.34 0.02
H -3.493 -1.613 1.896 0.09 -0.29 -0.05
H -2.283 -2.817 2.476 -0.44 0.13 -0.41
C -3.241 -1.827 -1.059 0.23 0.32 -0.15
H -4.016 -2.589 -0.891 0.19 0.19 0.04
H -2.876 -1.901 -2.090 -0.35 0.00 0.50
H -3.667 -0.824 -0.890 0.02 -0.38 -0.12
C -1.081 -3.675 -0.332 0.32 0.13 0.10
H -1.847 -4.460 -0.407 0.14 0.16 0.03
H -0.346 -3.944 0.440 -0.18 -0.07 -0.28
H -0.573 -3.549 -1.295 -0.12 -0.17 0.34
Pt -0.018 -0.103 -0.096 0.93 -1.10 -0.06
C 1.056 1.074 1.092 3.95 5.36 3.48
O 1.628 1.934 1.683 -2.77 -4.24 -2.73
C -1.579 0.487 0.870 -6.45 2.41 2.53
O -2.565 0.871 1.399 4.33 -1.84 -2.03
C -1.298 -0.278 -3.110 -0.05 0.35 -0.43
C -0.657 -1.512 -2.978 -0.14 -0.19 -0.02
C 0.739 -1.579 -2.918 0.18 0.14 -0.30
C 1.486 -0.405 -3.048 0.31 0.12 -0.40
C 0.854 0.832 -3.159 -0.15 -0.16 -0.52
C -0.543 0.892 -3.214 0.04 -0.23 -0.25
H -2.374 -0.235 -3.288 0.31 0.02 0.10
H -1.223 -2.445 -3.094 0.23 0.42 0.18
H 1.238 -2.549 -2.945 -0.22 0.24 0.04
H 2.568 -0.467 -3.231 -0.53 0.02 0.26
H 1.433 1.731 -3.366 0.00 -0.24 0.09
H -1.035 1.821 -3.501 0.11 -0.22 0.20
C 1.238 -2.557 5.603 0.66 -0.68 1.10
N 1.322 -1.066 5.584 -2.83 -1.14 -2.12
C 0.050 -0.527 6.114 -0.46 1.30 1.63
N -1.139 -1.011 5.356 2.23 -0.14 -0.76
C -1.161 -2.475 5.368 0.31 -0.58 0.29
N 0.103 -3.088 4.853 -0.52 1.35 -0.50
C 0.257 -2.884 3.410 0.16 0.18 0.05
P 0.306 -1.042 2.954 -0.40 -1.10 1.23
C 1.612 -0.561 4.253 0.64 0.81 0.60
C -1.162 -0.456 4.020 -0.02 0.51 -0.06
H 1.126 -2.859 6.655 0.14 0.06 -0.32
H 2.165 -2.964 5.200 -0.01 -0.02 0.10
H 0.088 0.573 6.051 -0.08 -0.47 0.18
H -0.078 -0.844 7.160 0.21 0.16 -0.36
H -2.002 -2.832 4.764 0.13 0.03 0.21
H -1.289 -2.790 6.412 -0.04 -0.05 -0.30
H 1.213 -3.307 3.086 -0.10 -0.10 0.04
H -0.535 -3.398 2.839 0.38 0.17 0.40
H 1.660 0.542 4.290 -0.04 -0.34 -0.02
H 2.594 -0.930 3.954 -0.14 -0.08 -0.08
H -2.111 -0.730 3.551 0.14 -0.01 -0.10
H -1.109 0.645 4.063 -0.12 -0.37 0.08